(1)
This record from the OMol25 dataset describes C5H10O in the gas phase in a non-equilibrium geometry. The level of theory is the ωB97M-V functional and the def2-TZVPD basis.

Geometry (Å):
C 1.792 -1.258 -1.015
C 1.202 -0.208 -0.076
C -0.326 -0.139 -0.145
C -0.881 0.931 0.809
C -2.363 1.138 0.730
O -3.051 0.364 0.098
H 2.885 -1.285 -0.944
H 1.417 -2.259 -0.773
H 1.530 -1.047 -2.058
H 1.510 -0.426 0.957
H 1.624 0.778 -0.319
H -0.636 0.086 -1.176
H -0.752 -1.122 0.091
H -0.462 1.908 0.561
H -0.625 0.702 1.850
H -2.847 2.052 1.154

Atoms 1-3, force components in eV/Å:
C 0.01 -0.03 -0.03
C -0.02 0.03 0.05
C -0.01 0.09 0.10

Its energy above the lowest of the compared OMol25 structures with the same formula, charge and spin is 0.416 eV. As for the charge: 0. The spin multiplicity is 1. The value obtained for the largest force on an atom is 0.02900 Eh/bohr. The calculation puts the orbital gap at 10.86 eV.

=====

(2)
This record from the OMol25 dataset describes 2 unconnected molecules or ions with the total composition C5H10O. The level of theory is the ωB97M-V functional and the def2-TZVPD basis.

Geometry (Å):
C 0.753 -1.624 -1.164
C 0.208 -0.260 -0.903
C -1.016 0.163 -1.235
C -1.467 1.533 -0.916
O -0.843 2.326 -0.239
H 1.573 -1.575 -1.891
H 1.169 -2.048 -0.242
H -0.015 -2.302 -1.549
H 0.864 0.445 -0.396
H -1.716 -0.490 -1.755
H -2.450 1.821 -1.342
C 0.585 0.400 2.327
H 1.647 0.290 2.093
H 0.128 -0.591 2.400
H 0.470 0.927 3.277
H 0.110 0.984 1.535

Atoms 1-3, force components in eV/Å:
C -0.04 -0.07 -0.03
C -0.10 0.07 -0.04
C 0.17 -0.12 0.02

Its energy above the lowest of the compared OMol25 structures with the same formula, charge and spin is 1.103 eV. As for the charge: 0. The spin multiplicity is 1. The value obtained for the largest force on an atom is 0.01031 Eh/bohr. The calculation puts the orbital gap at 10.19 eV.

=====

(3)
This record from the OMol25 dataset describes C5H10O in the gas phase. The level of theory is the ωB97M-V functional and the def2-TZVPD basis.

Geometry (Å):
C -0.912 -0.218 -1.231
C 0.170 -0.004 -0.190
C 1.493 -0.703 -0.437
C 0.272 1.316 0.542
C -0.312 0.128 1.233
O -1.686 0.226 1.480
H -1.360 -1.214 -1.113
H -1.716 0.515 -1.123
H -0.519 -0.155 -2.251
H 2.216 -0.457 0.350
H 1.929 -0.368 -1.388
H 1.397 -1.795 -0.476
H 1.262 1.648 0.844
H -0.426 2.111 0.297
H 0.260 -0.370 2.020
H -2.067 -0.660 1.442

Atoms 1-3, force components in eV/Å:
C 0.00 0.03 -0.03
C -0.04 -0.04 -0.04
C 0.02 -0.04 0.03

Its energy above the lowest of the compared OMol25 structures with the same formula, charge and spin is 1.038 eV. As for the charge: 0. The spin multiplicity is 1. The value obtained for the largest force on an atom is 0.00695 Eh/bohr. The calculation puts the orbital gap at 10.31 eV.

=====

(4)
This record from the OMol25 dataset describes C5H10O in the gas phase in a non-equilibrium geometry. The level of theory is the ωB97M-V functional and the def2-TZVPD basis.

Geometry (Å):
C -0.671 -1.642 -1.790
C -0.180 -1.273 -0.380
C -0.511 0.183 0.086
O -0.648 0.211 1.464
C 0.040 1.378 1.184
C 1.502 1.635 0.949
H -1.758 -1.522 -1.891
H -0.441 -2.690 -2.036
H -0.192 -1.019 -2.553
H -0.710 -1.931 0.339
H 0.875 -1.558 -0.279
H -1.138 0.734 -0.608
H -0.454 2.201 1.763
H 1.967 0.705 0.629
H 2.057 2.102 1.772
H 1.558 2.332 0.093

Atoms 1-3, force components in eV/Å:
C 0.05 0.21 -0.03
C 0.28 0.32 -0.05
C 0.02 0.39 0.08

Its energy above the lowest of the compared OMol25 structures with the same formula, charge and spin is 3.489 eV. As for the charge: 0. The spin multiplicity is 1. The value obtained for the largest force on an atom is 0.02938 Eh/bohr. The calculation puts the orbital gap at 9.64 eV.

=====

(5)
This record from the OMol25 dataset describes C5H10O in the gas phase in a non-equilibrium geometry. The level of theory is the ωB97M-V functional and the def2-TZVPD basis.

Geometry (Å):
C 2.137 -0.319 -0.401
C 0.766 -0.463 0.262
C -0.547 0.046 -0.386
C -1.689 -0.442 0.599
C -0.774 1.544 -0.450
O -1.408 2.113 0.406
H 2.441 0.722 -0.546
H 2.881 -0.787 0.258
H 2.202 -0.838 -1.366
H 0.592 -1.538 0.400
H 0.790 -0.020 1.262
H -0.519 -0.304 -1.446
H -1.704 0.149 1.535
H -2.708 -0.339 0.203
H -1.500 -1.473 0.897
H -0.440 2.124 -1.331

Atoms 1-3, force components in eV/Å:
C -0.06 0.11 -0.05
C -0.01 0.00 0.23
C -0.35 -0.09 0.52

Its energy above the lowest of the compared OMol25 structures with the same formula, charge and spin is 0.830 eV. As for the charge: 0. The spin multiplicity is 1. The value obtained for the largest force on an atom is 0.01962 Eh/bohr. The calculation puts the orbital gap at 10.66 eV.

=====

(6)
This record from the OMol25 dataset describes C5H10O in the gas phase. The level of theory is the ωB97M-V functional and the def2-TZVPD basis.

Geometry (Å):
O -1.769 -0.096 0.850
C -1.102 0.223 -0.371
C -0.225 -0.974 -0.705
C 0.746 -0.867 0.545
C 1.227 0.576 0.307
C -0.052 1.324 -0.165
H -1.645 -1.050 0.958
H -1.876 0.499 -1.096
H -0.836 -1.861 -0.942
H 0.362 -0.783 -1.619
H 1.533 -1.621 0.594
H 0.258 -0.875 1.535
H 1.694 1.074 1.162
H 1.973 0.531 -0.492
H -0.417 2.059 0.555
H 0.129 1.839 -1.116

Atoms 1-3, force components in eV/Å:
O -0.37 0.02 0.04
C 0.12 0.11 -0.23
C 0.11 -0.05 0.24

Its energy above the lowest of the compared OMol25 structures with the same formula, charge and spin is 0.628 eV. As for the charge: 0. The spin multiplicity is 1. The value obtained for the largest force on an atom is 0.01465 Eh/bohr. The calculation puts the orbital gap at 11.05 eV.

=====

(7)
This record from the OMol25 dataset describes C5H10O in the gas phase. The level of theory is the ωB97M-V functional and the def2-TZVPD basis.

Geometry (Å):
C 0.969 -1.927 0.310
C 0.678 -0.681 -0.516
O -0.735 -0.742 -0.711
C -0.211 0.442 -0.130
C -0.567 1.507 -1.146
C -0.513 0.789 1.308
H 1.863 -2.446 -0.030
H 0.115 -2.596 0.133
H 1.006 -1.768 1.389
H 1.307 -0.466 -1.394
H -0.370 1.103 -2.143
H -1.658 1.613 -1.064
H -0.101 2.485 -1.025
H -0.089 1.775 1.544
H -0.099 0.065 2.014
H -1.595 0.846 1.459

Atoms 1-3, force components in eV/Å:
C 0.31 0.04 0.12
C -0.29 -0.43 -0.19
O -0.63 0.01 -0.26

Its energy above the lowest of the compared OMol25 structures with the same formula, charge and spin is 1.526 eV. As for the charge: 0. The spin multiplicity is 1. The value obtained for the largest force on an atom is 0.01321 Eh/bohr. The calculation puts the orbital gap at 10.85 eV.

=====

(8)
This record from the OMol25 dataset describes C5H10O in the gas phase. The level of theory is the ωB97M-V functional and the def2-TZVPD basis.

Geometry (Å):
C 2.387 -0.141 -0.127
C 1.429 0.615 -1.062
C 0.068 -0.022 -0.910
C -1.881 -0.883 0.982
C -1.954 0.416 0.203
O -0.646 0.848 -0.237
H 2.445 -1.200 -0.397
H 2.051 -0.078 0.916
H 3.391 0.292 -0.181
H 1.765 0.495 -2.099
H 1.410 1.683 -0.803
H -0.989 -0.879 1.617
H -2.762 -0.989 1.621
H -1.807 -1.742 0.313
H -2.294 1.242 0.832
H -2.614 0.342 -0.667

Atoms 1-3, force components in eV/Å:
C 0.06 -0.06 0.05
C -0.03 -0.07 -0.08
C 0.04 0.67 0.23

Its energy above the lowest of the compared OMol25 structures with the same formula, charge and spin is 2.819 eV. As for the charge: 0. The spin multiplicity is 1. The value obtained for the largest force on an atom is 0.01377 Eh/bohr. The calculation puts the orbital gap at 9.38 eV.

=====

(9)
This record from the OMol25 dataset describes a molecular structure, C5H10O in a non-equilibrium geometry. The level of theory is the ωB97M-V functional and the def2-TZVPD basis.

Geometry (Å):
C 1.956 -0.563 0.279
C 1.026 0.315 -0.521
C -0.055 1.106 0.194
C -1.016 0.234 -0.548
C -1.946 -0.605 0.254
H 2.625 -0.006 0.988
H 1.339 -1.313 0.871
H 2.610 -1.164 -0.400
H 1.580 0.878 -1.269
H -0.160 2.170 0.006
H -0.042 1.034 1.280
H -1.487 0.925 -1.316
H -2.648 0.034 0.834
H -1.403 -1.210 0.941
H -2.442 -1.319 -0.434
O 0.062 -0.518 -1.157

Atoms 1-3, force components in eV/Å:
C 0.53 -0.94 0.98
C 0.98 -0.10 0.00
C 0.63 0.84 1.31

Its energy above the lowest of the compared OMol25 structures with the same formula, charge and spin is 1.238 eV. As for the charge: 0. The spin multiplicity is 1. The value obtained for the largest force on an atom is 0.03314 Eh/bohr. The calculation puts the orbital gap at 10.68 eV.

=====

(10)
This record from the OMol25 dataset describes C5H10O in the gas phase. The level of theory is the ωB97M-V functional and the def2-TZVPD basis.

Geometry (Å):
C -0.792 1.316 -0.923
C -0.457 0.198 0.066
C -1.222 -1.085 -0.262
C 1.048 -0.058 0.069
C 1.816 -0.245 1.303
O 1.494 -1.347 0.471
H -0.235 2.235 -0.708
H -1.861 1.555 -0.896
H -0.546 1.007 -1.947
H -0.753 0.526 1.072
H -2.303 -0.902 -0.260
H -0.998 -1.868 0.467
H -0.941 -1.462 -1.252
H 1.584 0.331 -0.801
H 2.873 0.021 1.343
H 1.292 -0.222 2.259

Atoms 1-3, force components in eV/Å:
C 0.00 0.04 -0.04
C -0.02 0.00 0.05
C -0.02 -0.05 -0.02

Its energy above the lowest of the compared OMol25 structures with the same formula, charge and spin is 1.305 eV. As for the charge: 0. The spin multiplicity is 1. The value obtained for the largest force on an atom is 0.00611 Eh/bohr. The calculation puts the orbital gap at 11.33 eV.

=====

Question: Which value of charge does entry 9 give?
Answer: 0

=====

Question: Look up the charge of the ninth one.
Answer: 0